Record 1
# C33H56Br2F3N5O7

A cluster of 3 separate species, C33H56Br2F3N5O7 in total in a non-equilibrium geometry (ωB97M-V with the def2-TZVPD basis set, the Open Molecules 2025 dataset).

```
106
Properties=species:S:1:pos:R:3:forces:R:3
H 0.3087 -1.4678 2.4319 -0.376 0.684 -0.555
N 0.1834 -0.8068 1.6342 -4.432 3.584 1.149
C -0.8885 0.0486 1.9052 3.898 -3.332 -0.500
C -1.2434 1.2072 0.8005 1.339 0.630 1.227
N -1.9964 0.7231 -0.4189 -0.539 -0.246 -0.722
C -2.8141 -0.5716 -0.2514 -2.966 -0.767 1.061
O -4.0477 -0.6652 0.2516 8.300 0.658 -3.063
C -1.7979 -1.6912 -0.8861 2.178 -1.462 -1.818
C -1.6930 -3.3189 -0.7200 2.442 2.860 -2.487
C -0.4502 -4.1025 -1.5193 -0.969 3.085 -0.083
C -0.3828 -5.7394 -1.2583 -0.494 1.018 0.282
C -0.5485 -6.6412 -2.6174 0.570 -0.735 0.428
C -0.3591 -8.2409 -2.1751 0.034 0.792 -0.125
F 0.6691 -8.4431 -1.1285 -2.906 0.690 -2.502
Br 0.2793 -9.2714 -3.8124 -0.486 0.983 1.374
C -1.7587 -8.9622 -1.7182 -1.189 -1.252 0.562
F -2.3910 -8.3952 -0.5038 1.741 -1.116 -3.965
F -2.7638 -9.0481 -2.8263 3.082 0.914 3.580
Br -1.2529 -10.8799 -1.2400 -0.888 1.704 -0.226
C 0.6335 -3.2839 -2.4955 -3.023 1.477 1.729
C 1.8009 -4.1331 -3.2746 0.405 -0.280 1.368
C 3.2656 -3.3942 -3.3422 -0.053 0.004 -1.908
C 4.3815 -4.5211 -3.8202 0.042 -0.586 0.066
C 4.9151 -5.4710 -2.5725 0.236 0.356 -0.637
C 5.7011 -4.6072 -1.3975 -0.996 -0.082 -0.810
O 5.6737 -5.3834 -0.1458 -1.281 0.805 -0.683
C 4.3597 -5.3255 0.5138 -0.678 0.290 1.359
C 4.2046 -4.0469 1.5704 -0.804 -0.789 -0.292
C 0.4398 -1.6290 -2.6394 -2.286 -0.731 1.575
N 1.3444 -0.7758 -3.5237 -1.103 -0.212 2.837
C -0.7484 -0.8486 -1.8223 -0.306 -3.547 0.341
C -1.1716 0.7316 -1.7152 0.666 1.320 -1.809
O -0.9401 1.7857 -2.5020 -1.287 -6.741 5.242
H -1.4266 -0.1082 2.9447 0.654 0.766 -2.623
H -0.1953 1.6189 0.4049 -2.282 -0.941 0.937
H -1.7645 2.0952 1.3783 0.715 -1.906 -1.446
H -2.4871 -3.8806 -0.0502 1.968 1.207 -1.598
H -1.2766 -6.0543 -0.5334 1.944 0.935 -1.582
H 0.6043 -5.9284 -0.6527 -1.781 0.062 -1.512
H -1.6026 -6.5065 -3.1356 2.101 -0.388 1.318
H 0.2559 -6.4500 -3.4456 -1.472 -0.208 1.838
H 1.5130 -4.4956 -4.3542 0.298 1.021 2.072
H 1.9646 -5.1293 -2.6373 -0.495 2.119 -1.277
H 3.5688 -2.8048 -2.3771 -0.701 -1.377 -1.724
H 3.2022 -2.6148 -4.2408 0.117 -1.510 2.116
H 3.8654 -5.2749 -4.5880 0.995 1.758 1.547
H 5.2852 -4.0239 -4.4206 -1.954 -0.964 1.533
H 5.6845 -6.2751 -3.0011 -1.727 1.734 0.971
H 3.9819 -6.0648 -2.1642 1.978 1.248 -0.567
H 6.7793 -4.3960 -1.8200 -1.932 -0.690 1.420
H 5.2152 -3.5660 -1.1678 0.745 -1.881 -0.687
H 3.4428 -5.2461 -0.2127 1.882 -0.186 0.985
H 4.1951 -6.3207 1.1406 0.727 2.026 -1.483
H 5.1987 -3.8019 2.1435 -2.001 -0.493 -1.261
H 3.7622 -3.1302 0.9916 1.119 -1.539 1.212
H 3.3632 -4.3872 2.3405 1.862 0.828 -1.508
H 2.1772 -0.5663 -2.8952 -1.095 -0.382 -1.222
H 0.8695 0.1688 -3.6466 0.570 -1.586 0.277
C 1.7785 9.1464 -2.0706 0.339 -0.094 0.239
O 1.9417 8.1183 -1.1015 -0.478 0.361 -0.147
C 0.7102 7.7145 -0.4920 0.217 -0.713 0.162
C 0.3161 6.3003 -0.9514 -0.016 0.712 -0.396
N -0.1033 6.2943 -2.3564 0.205 -0.072 0.198
C -0.2293 4.9499 -2.9302 0.153 0.110 -0.118
C 1.0433 4.0815 -2.9983 -0.425 -0.204 -0.515
O 2.0292 4.5637 -3.9129 0.029 0.039 0.584
C 2.8774 5.5748 -3.3841 0.016 -0.178 -0.486
H 2.7718 9.5192 -2.3397 -0.123 -0.137 0.110
H 1.3047 8.7597 -2.9739 -0.173 0.136 -0.108
H 1.1960 9.9825 -1.6649 -0.010 -0.098 -0.113
H -0.0970 8.4367 -0.6646 0.133 -0.088 -0.202
H 0.8958 7.6842 0.5872 -0.033 -0.003 -0.056
H -0.5080 5.9359 -0.3282 0.019 0.005 -0.060
H 1.1800 5.6508 -0.7930 0.115 -0.053 0.254
H 0.5761 6.8115 -2.9084 -0.166 -0.103 0.194
H -0.6000 5.0832 -3.9537 0.079 -0.130 0.107
H -1.0086 4.4039 -2.3846 0.189 0.015 -0.010
H 0.7415 3.1000 -3.3830 0.062 0.269 0.027
H 1.4819 3.8915 -2.0131 0.094 0.192 0.054
H 3.0630 5.4500 -2.3141 -0.128 0.058 0.000
H 2.4587 6.5604 -3.5924 0.079 0.157 0.232
H 3.8360 5.5179 -3.9063 -0.083 -0.089 0.012
C -3.3215 5.5318 5.4660 0.340 -0.071 0.241
O -3.1583 4.5037 6.4351 -0.469 0.322 -0.166
C -4.3898 4.0999 7.0446 0.213 -0.694 0.184
C -4.7839 2.6857 6.5852 -0.020 0.711 -0.338
N -5.2033 2.6796 5.1802 0.202 -0.183 0.183
C -5.3293 1.3352 4.6064 0.221 0.244 -0.220
C -4.0567 0.4669 4.5383 -0.520 -0.213 -0.322
O -3.0708 0.9491 3.6237 -0.127 0.121 0.712
C -2.2226 1.9601 4.1525 -0.090 -0.016 -0.317
H -2.3282 5.9046 5.1969 -0.123 -0.133 0.112
H -3.7953 5.1451 4.5627 -0.182 0.139 -0.117
H -3.9040 6.3679 5.8717 -0.004 -0.105 -0.121
H -5.1970 4.8221 6.8719 0.137 -0.095 -0.199
H -4.2042 4.0696 8.1238 -0.041 -0.009 -0.071
H -5.6080 2.3213 7.2084 0.036 0.012 -0.066
H -3.9200 2.0361 6.7435 0.112 -0.049 0.259
H -4.5239 3.1969 4.6282 -0.198 -0.089 0.171
H -5.7000 1.4686 3.5829 0.084 -0.147 0.112
H -6.1086 0.7893 5.1520 0.151 0.016 0.034
H -4.3585 -0.5146 4.1536 0.046 0.143 -0.045
H -3.6181 0.2768 5.5235 0.096 0.215 0.012
H -2.0370 1.8353 5.2225 -0.116 0.061 -0.023
H -2.6413 2.9457 3.9442 0.085 0.128 0.219
H -1.2640 1.9033 3.6303 -0.033 -0.035 0.075
```
Forces are in eV/Å.

## Properties
E: -7538.3434 hartree
total charge: 0
SMILES string: [H]/N=C/CN1C(=O)c2cc(CC[C@](F)(Br)C(F)(F)Br)c(CCCCCOCC)c(N)c2C1=O.COCCNCCOC.COCCNCCOC
molecular weight: 851.6 g/mol
highest occupied orbital energy: -8.45 eV
largest force on an atom: 8.9 eV/Å

---

Record 2
# C5H35NO14

A cluster of 13 separate species, C5H35NO14 in total in a non-equilibrium geometry (ωB97M-V with the def2-TZVPD basis set, the Open Molecules 2025 dataset).

```
55
Properties=species:S:1:pos:R:3:forces:R:3
C -0.6190 -2.0657 0.2350 0.486 -0.177 0.673
C 0.4344 -1.6464 -0.7933 -1.276 0.866 -0.749
O 1.6458 -1.1772 -0.2333 0.359 -0.259 0.098
C -0.8367 -1.0155 1.3177 -0.966 -0.681 -0.523
N -2.1472 -0.5373 1.5655 2.238 0.880 -0.852
C -2.1337 0.6045 2.5254 0.364 -0.052 -1.098
C -2.8988 -0.2327 0.3205 0.424 -1.157 0.268
O 0.1337 -0.6940 1.9797 0.346 0.492 0.658
H -0.1861 -2.9105 0.7827 -0.604 -0.093 0.044
H -1.5713 -2.3043 -0.2356 0.428 -0.487 -0.061
H 0.6800 -2.4704 -1.4782 -0.121 0.104 0.329
H -0.0658 -0.8636 -1.3991 0.832 -0.518 0.348
H 1.4053 -0.7101 0.5777 -0.009 0.041 0.124
H -2.7490 0.3218 3.3659 -0.249 0.494 0.283
H -1.1009 0.7975 2.8136 -0.178 -0.250 0.371
H -2.4107 1.5239 1.9836 -0.488 -0.374 0.461
H -3.8889 0.0263 0.6753 -0.144 0.430 -0.664
H -2.9265 -1.1166 -0.3040 -0.688 -0.475 0.303
H -2.3806 0.4242 -0.3836 -0.272 0.970 0.676
H 2.6666 -0.1370 -4.2828 0.239 -0.198 -0.283
H 1.5244 0.6885 -3.7869 0.019 0.124 -0.257
O 1.9069 0.3469 -4.6145 0.220 -0.221 0.029
H 1.7986 2.1370 0.2992 -0.175 1.225 -0.215
H 1.5585 1.7322 1.6110 -0.506 0.464 0.963
O 1.2863 2.5026 1.0840 0.611 -1.520 -0.685
H 0.5264 2.5067 -2.7867 0.159 0.310 -0.628
H 1.6086 2.7807 -3.9083 -0.235 0.046 0.042
O 1.4655 2.4575 -3.0144 0.443 0.117 0.305
H -3.0990 -0.5881 -3.3816 0.172 -0.239 0.069
H -2.4465 0.2080 -4.5199 -0.026 -0.154 0.027
O -3.1386 0.2425 -3.8540 -0.285 0.500 -0.124
H -1.4129 3.8338 0.3069 0.246 0.079 0.171
H -0.2738 2.7304 0.3466 -0.001 0.304 0.376
O -1.1369 2.9909 -0.0576 -0.105 -0.357 -0.338
H 3.1720 0.8008 -0.8075 0.064 0.094 0.472
H 2.4532 1.6609 -1.7999 0.140 0.809 0.683
O 2.8691 1.7159 -0.9023 0.009 -1.046 -0.996
H -2.1270 2.6394 -2.8182 0.175 -0.146 -0.279
H -1.0601 2.8870 -1.7624 -0.166 -0.061 -0.002
O -1.1642 2.6687 -2.7254 -0.678 0.255 0.486
H 1.8128 -2.6673 3.9615 -0.300 -0.110 0.446
H 0.8245 -1.6518 4.3720 -0.174 -0.110 0.273
O 1.2501 -2.4419 4.7333 0.104 0.250 -0.549
H -1.6776 -3.8004 3.4209 0.110 -0.069 -0.161
H -2.4141 -2.5330 3.0669 -0.034 0.062 -0.243
O -2.0024 -3.3035 2.6592 -0.062 -0.109 0.474
H -0.6812 0.9347 -3.0873 -0.064 -0.116 0.118
H -0.1302 -0.2461 -3.9288 0.163 -0.040 -0.007
O -0.2142 0.0806 -3.0260 -0.592 0.175 -0.446
H 3.6733 -2.6089 2.6663 -0.001 0.150 -0.266
H 2.6196 -2.4406 1.5172 0.118 0.034 0.163
O 2.7400 -2.4663 2.4792 -0.021 -0.473 -0.326
H 3.2707 0.3477 3.7368 0.269 0.160 0.052
H 2.3501 -0.1893 2.7046 0.058 -0.370 -0.180
O 3.2175 0.2269 2.7831 -0.378 0.423 0.149
```
Forces are in eV/Å.

## Properties
E: -1319.6157 hartree
total charge: 0
relative energy (zero: lowest compared OMol25 entry of this formula, charge and spin): 2.493 eV
molecular weight: 333.3 g/mol
highest occupied orbital energy: -10.03 eV
largest force on an atom: 2.6 eV/Å

---

Record 3
# C36H56N2O5P2Sc

A structure of composition C36H56N2O5P2Sc (ωB97M-V with the def2-TZVPD basis set, the Open Molecules 2025 dataset).

```
102
Properties=species:S:1:pos:R:3:forces:R:3
Sc 0.7013 1.5501 0.7838 0.535 0.611 0.319
C -0.7088 4.3228 1.4243 0.030 0.026 0.002
C -0.3998 3.9389 2.8579 -0.014 -0.022 0.011
O 0.1657 2.6165 2.8358 0.006 -0.041 -0.098
C 0.9778 2.3405 3.9942 -0.054 0.000 0.014
C 1.8192 1.1480 3.6263 0.094 -0.020 -0.022
O 2.3202 1.4017 2.3008 -0.099 -0.067 -0.048
C 3.7282 1.5899 2.1235 -0.041 -0.017 0.029
C 3.9375 2.3599 0.8080 0.017 0.018 -0.086
O 2.6727 2.5747 0.1382 -0.251 -0.052 0.221
C 2.4601 3.9017 -0.3962 0.037 -0.027 -0.037
C 1.4974 4.6278 0.4962 -0.038 0.007 0.032
O 0.3108 3.8052 0.5469 -0.004 -0.064 -0.070
H -0.7749 5.4062 1.3174 -0.020 0.000 0.005
H -1.6411 3.8893 1.0852 -0.022 -0.041 -0.004
H -1.3091 3.9511 3.4618 0.007 0.016 0.011
H 0.3243 4.6159 3.3150 0.012 0.006 -0.022
H 0.3490 2.1360 4.8629 -0.004 0.003 -0.004
H 1.5977 3.2163 4.2005 0.017 -0.009 -0.001
H 1.2238 0.2382 3.5717 -0.032 -0.030 0.002
H 2.6350 0.9906 4.3307 -0.006 0.008 0.000
H 4.2200 0.6172 2.0986 -0.001 -0.001 -0.006
H 4.1176 2.1596 2.9678 0.021 -0.003 -0.010
H 4.5831 1.8046 0.1287 0.010 0.005 0.004
H 4.3955 3.3272 1.0059 -0.004 0.004 0.011
H 2.0346 3.7770 -1.3894 -0.003 0.027 -0.002
H 3.4068 4.4310 -0.4918 -0.003 0.012 0.020
H 1.2442 5.6078 0.0877 -0.008 -0.007 -0.012
H 1.9016 4.7513 1.5054 0.013 0.008 -0.008
C -3.1138 2.4370 -0.2347 0.005 -0.012 -0.078
P -2.0088 1.1038 0.3547 0.040 -0.024 -0.042
C -2.0198 0.0528 -1.1595 -0.134 -0.003 0.053
N -3.0978 -0.6713 -1.3496 0.057 0.007 -0.072
C -3.2282 -1.3421 -2.5158 -0.115 0.008 0.054
C -4.3680 -2.1492 -2.7442 0.034 0.017 0.016
C -4.4988 -2.7875 -3.9411 0.015 -0.010 -0.036
C -3.5130 -2.6524 -4.9569 -0.028 -0.014 0.017
C -2.4048 -1.8836 -4.7626 -0.006 0.013 0.026
C -2.2395 -1.2149 -3.5260 0.071 0.031 -0.111
N -1.1406 -0.4588 -3.3122 -0.032 -0.055 0.085
C -1.0027 0.1360 -2.1505 0.051 0.046 -0.154
P 0.4817 1.2137 -1.9426 -0.006 -0.060 -0.006
C -0.0342 2.5975 -3.0132 -0.038 -0.017 -0.013
C 1.9944 0.4705 -2.7738 0.007 -0.008 -0.093
C 2.9617 1.6354 -3.0380 0.024 0.035 0.025
C 1.7209 -0.2210 -4.1132 -0.009 -0.008 0.007
C 2.6723 -0.5276 -1.8328 -0.046 -0.031 0.040
C -2.9762 0.2462 1.7000 -0.068 -0.009 0.028
C -2.7923 1.0894 2.9697 -0.009 -0.022 0.012
C -4.4769 0.1495 1.3988 0.008 0.025 -0.009
C -2.4031 -1.1520 1.9324 -0.005 -0.048 -0.026
H -3.9504 1.9729 -0.7568 -0.020 0.027 0.009
H -2.5896 3.0915 -0.9320 -0.007 0.014 0.024
H -3.5110 3.0315 0.5875 0.012 -0.010 0.022
H -5.1146 -2.2310 -1.9659 -0.002 0.002 0.002
H -5.3678 -3.4023 -4.1332 -0.001 0.001 0.000
H -3.6552 -3.1681 -5.8971 -0.001 0.000 0.000
H -1.6464 -1.7658 -5.5247 0.003 0.004 0.003
H -0.2182 2.2072 -4.0154 -0.002 0.027 -0.006
H 0.7119 3.3861 -3.0703 0.000 0.010 0.008
H -0.9642 3.0188 -2.6319 0.010 0.009 -0.010
H 2.5789 2.3300 -3.7849 0.006 -0.006 -0.007
H 3.8883 1.2178 -3.4353 -0.006 0.005 -0.016
H 3.2186 2.1866 -2.1333 0.006 -0.072 -0.046
H 1.1908 0.4184 -4.8173 -0.005 0.018 -0.001
H 1.1500 -1.1377 -3.9979 0.001 -0.004 0.015
H 2.6887 -0.4731 -4.5532 -0.014 0.011 -0.013
H 2.8984 -0.1043 -0.8490 -0.016 0.027 0.001
H 3.6187 -0.8391 -2.2786 -0.004 -0.010 -0.004
H 2.0766 -1.4321 -1.6980 -0.060 -0.015 0.048
H -3.2027 2.0965 2.8596 0.014 0.014 -0.015
H -1.7465 1.1603 3.2723 0.005 -0.008 -0.011
H -3.3424 0.6123 3.7826 -0.009 0.019 0.001
H -4.9295 1.1228 1.2104 0.008 0.013 0.028
H -4.9660 -0.2617 2.2842 -0.009 -0.021 -0.020
H -4.6839 -0.4992 0.5538 0.011 -0.013 -0.016
H -1.3661 -1.1242 2.2737 -0.004 0.028 0.030
H -2.4699 -1.7704 1.0349 -0.014 0.017 0.030
H -2.9887 -1.6454 2.7104 0.011 0.001 0.004
C 1.4439 -7.0327 1.4759 -0.002 0.022 -0.008
C 1.1973 -5.5837 1.2249 0.022 -0.051 0.031
C 1.8381 -4.6050 1.9939 -0.001 0.015 -0.019
C 1.6162 -3.2642 1.7938 0.000 -0.035 -0.005
C 2.3188 -2.2816 2.6786 0.006 0.032 0.039
C 0.7121 -2.8658 0.7574 -0.012 0.007 -0.062
C 0.4171 -1.5427 0.4245 0.106 0.002 0.018
O 0.8210 -0.4599 0.9800 -0.111 -0.205 -0.071
C 0.0574 -3.8672 -0.0458 0.028 -0.009 0.019
C -0.9050 -3.5221 -1.1525 -0.010 -0.003 0.019
C 0.3117 -5.1902 0.2140 0.001 0.019 -0.018
H 2.2411 -7.1945 2.1965 -0.002 -0.002 0.002
H 1.6936 -7.5441 0.5451 -0.006 -0.003 0.000
H 0.5316 -7.4988 1.8570 0.001 -0.003 -0.002
H 2.5282 -4.9195 2.7666 0.000 0.003 0.001
H 3.1093 -2.7779 3.2371 -0.004 0.003 0.001
H 1.6101 -1.8708 3.4021 0.009 0.021 -0.010
H 2.7446 -1.4538 2.1129 -0.001 0.000 -0.008
H -0.2398 -1.4096 -0.4317 0.004 -0.053 0.044
H -1.7795 -2.9860 -0.7751 0.041 -0.038 -0.012
H -1.2611 -4.4327 -1.6278 -0.006 -0.003 -0.004
H -0.4409 -2.9099 -1.9303 0.016 -0.019 0.010
H -0.1764 -5.9539 -0.3786 0.002 0.000 0.000
```
Forces are in eV/Å.

## Properties
E: -3333.7696 hartree
total charge: +3
relative energy (zero: lowest compared OMol25 entry of this formula, charge and spin): 0.000 eV
molecular weight: 703.8 g/mol
highest occupied orbital energy: -15.99 eV
largest force on an atom: 0.9 eV/Å

---

Record 4
# C10H21CrIN3OP2

A structure of composition C10H21CrIN3OP2 in a non-equilibrium geometry (ωB97M-V with the def2-TZVPD basis set, the Open Molecules 2025 dataset).

```
39
Properties=species:S:1:pos:R:3:forces:R:3
C -0.1670 1.4625 -1.3926 0.483 0.819 0.078
I 0.9942 2.1308 2.3225 0.315 1.040 0.575
H -0.6510 0.7196 -2.0304 -0.070 0.088 0.235
H 0.7603 1.7918 -1.8761 -0.361 0.027 0.251
H -0.8071 2.3316 -1.1946 0.244 -0.319 -0.193
Cr 0.2385 0.5696 0.4441 -1.821 -2.045 -2.730
P 2.2998 -0.0724 -0.7081 1.911 -0.742 -0.997
C 3.7735 0.3779 0.2679 -0.154 0.152 0.105
C 2.5371 -1.8675 -1.0106 -0.511 -0.027 0.409
H 3.4959 -2.0230 -1.5338 -0.400 0.114 0.321
H 3.5294 -0.1144 -2.8353 -0.411 0.371 0.435
H 1.7120 -2.2356 -1.6396 0.357 0.036 0.176
H 1.8313 0.4285 -3.0442 0.406 -0.040 0.080
H 3.6187 0.0653 1.3100 0.253 0.064 -0.213
H 2.5359 -2.4056 -0.0527 0.044 -0.069 -0.305
C 2.7235 0.5122 -2.4040 -0.443 0.421 -0.006
H 4.6592 -0.1290 -0.1477 -0.279 0.279 0.188
H 3.0330 1.5690 -2.3793 -0.051 -0.365 -0.089
H 3.8967 1.4716 0.2334 0.132 -0.372 0.071
P -2.1857 1.0090 0.7686 -1.619 0.081 0.017
C -2.6676 1.6869 2.3869 0.286 -0.002 -0.024
C -3.1001 2.0793 -0.4067 0.595 0.134 -0.247
H -3.1073 -0.9329 -0.3650 -0.082 0.136 0.291
H -4.2688 -0.1850 0.7749 0.289 -0.084 0.017
H -2.9390 -1.2212 1.3894 -0.154 0.078 -0.163
C -3.2217 -0.4818 0.6303 0.351 -0.419 0.026
H -2.8836 1.7603 -1.4343 -0.147 0.100 0.229
H -4.1828 1.9815 -0.2426 0.394 0.071 0.169
H -3.7605 1.6131 2.4818 0.351 0.109 0.058
H -2.3442 2.7340 2.4411 -0.190 -0.194 0.141
H -2.7777 3.1213 -0.2907 -0.239 -0.140 -0.078
H -2.1785 1.1125 3.1824 -0.228 0.157 -0.011
C 0.7704 -0.6572 2.0891 1.147 -4.168 3.932
O 0.9886 -1.4763 2.8825 -0.936 3.549 -3.425
N -0.4117 -1.1510 -0.1924 0.815 2.003 0.635
C -0.5631 -2.3275 -0.1733 -0.786 -2.965 -0.254
N -0.8334 -3.5561 -0.2616 0.408 2.323 0.413
C -0.3615 -4.4498 0.6124 0.974 -2.160 1.838
N 0.0141 -5.2420 1.3984 -0.871 1.956 -1.953
```
Forces are in eV/Å.

## Properties
E: -2657.2613 hartree
spin multiplicity: 4
total charge: +2
<S²>: 3.891
relative energy (zero: lowest compared OMol25 entry of this formula, charge and spin): 2.153 eV
molecular weight: 440.1 g/mol
highest occupied orbital energy (spin up / spin down): -15.42 / -15.58 eV
largest force on an atom: 5.8 eV/Å